Entry from the OMol25 dataset: C14H15Br2N2OSTm as an isolated structure (ωB97M-V/def2-TZVPD).

```
36
Properties=species:S:1:pos:R:3:forces:R:3:nbo_charge:R:1
Tm -0.43448 -0.27104 -0.17037 0.430 -0.130 0.415 1.70
Br 0.89280 0.04996 2.72989 -0.002 0.041 -0.117 -0.07
C -0.73362 -0.97623 2.10285 0.053 0.106 -0.262 -0.97
Br -0.80397 -2.70632 -1.19998 -0.146 -0.023 -0.114 -0.59
H -1.50638 -0.61778 2.77690 -0.091 0.016 0.031 0.22
H -0.49147 -2.00180 2.36920 0.006 -0.081 0.073 0.21
C 2.47028 1.88174 -0.25525 0.258 -0.401 -0.073 -0.24
O 2.97907 0.51257 -0.15339 0.005 0.507 0.025 -0.48
C 2.11089 -0.43025 -0.12616 -0.531 -0.015 0.021 0.25
C 2.73490 -1.76139 0.00725 0.140 0.001 0.026 -0.77
H 2.56223 2.18096 -1.29489 -0.010 0.072 -0.033 0.20
H 3.09759 2.49433 0.38213 0.043 0.003 0.019 0.21
H 1.43732 1.92210 0.07575 -0.097 0.028 0.043 0.21
H 3.82434 -1.72918 0.05222 -0.004 -0.064 0.008 0.22
H 2.37253 -2.39101 -0.80973 0.024 -0.011 -0.020 0.27
H 2.32220 -2.21449 0.91432 0.029 -0.015 -0.007 0.28
N -4.12504 6.59939 0.55828 0.021 -0.021 -0.021 -0.33
C -3.56663 5.60418 0.41854 0.228 -0.443 -0.073 0.29
C -2.86056 4.34282 0.25381 -0.282 0.510 0.054 -0.19
C -2.87492 3.68467 -0.97267 0.076 -0.096 -0.001 -0.18
C -2.18865 2.48176 -1.09748 -0.153 0.361 0.022 -0.24
C -1.48873 1.89226 -0.03667 0.141 -0.486 -0.338 -0.52
C -1.50509 2.59060 1.17600 -0.095 0.144 0.113 -0.24
C -2.17093 3.79773 1.33183 0.065 -0.037 0.075 -0.16
H -3.41264 4.11485 -1.80882 0.005 -0.003 0.026 0.22
H -2.21174 2.01048 -2.07603 0.004 0.003 0.021 0.18
H -0.98822 2.18592 2.04137 -0.008 0.024 0.003 0.21
H -2.16067 4.31530 2.28300 -0.030 0.020 -0.022 0.22
S -0.38351 -0.49067 -5.09016 -0.085 0.037 -0.302 0.51
C 1.24039 -0.58086 -4.58096 0.001 -0.097 -0.065 -0.44
C 1.32712 -0.20323 -3.28653 -0.081 0.208 0.208 -0.04
N 0.13949 0.18559 -2.70660 -0.002 -0.063 0.170 -0.51
C -0.83937 0.08617 -3.56618 0.104 -0.042 0.106 -0.13
H 2.03253 -0.90424 -5.23592 -0.046 -0.015 0.022 0.26
H 2.23840 -0.17720 -2.70852 -0.011 0.001 -0.025 0.22
H -1.87059 0.31180 -3.33380 0.044 -0.040 -0.009 0.24
```
Positions in Å, forces in eV/Å.

Its spin multiplicity is 3. Its LUMO energy (spin up / spin down) is -0.36 / -0.35 eV. Its charge is 0. The value obtained for the total energy is -7358.604463 Ha. The calculation puts the orbital gap (spin up / spin down) at 8.32 / 8.33 eV.